[1]
Here is a 2-piece molecular cluster, C5H8O2 overall from the OMol25 dataset. Energies are from ωB97M-V/def2-TZVPD.

Cartesian coordinates (Å):
O (1.40745, -0.30468, -1.58971)
C (0.79485, 0.62425, -1.11805)
C (-0.09233, 0.49083, 0.09144)
C (0.74728, 0.34463, 1.40223)
C (-0.12515, -0.86428, 1.74082)
O (-0.32545, -1.47476, 2.75382)
C (-0.71902, -0.90630, 0.33613)
H (0.89788, 1.64542, -1.53994)
H (-0.81632, 1.30907, 0.14972)
H (1.77459, 0.03089, 1.18308)
H (0.75838, 1.17392, 2.11313)
H (-0.23475, -1.66849, -0.28517)
H (-1.80551, -1.00930, 0.26582)
H (-0.83819, 0.10430, -2.86103)
H (-1.42370, 0.50451, -2.64230)

* SMILES: O=CC1CC(=O)C1.[H][H]
* ΔE to the lowest compared entry with this formula, charge and spin: 2.2702 eV
* multiplicity: 1
* calculated total energy: -345.72153 hartree
* gap between HOMO and LUMO: 10.6 eV



[2]
Here is C5H8O2 in the gas phase from the OMol25 dataset. Energies are from ωB97M-V/def2-TZVPD.

Cartesian coordinates (Å):
C (1.55296, -0.62304, 0.43825)
C (0.21764, -0.09011, 0.91605)
C (-0.09651, 1.86051, -1.93999)
O (-0.35321, 0.72817, -1.34899)
C (-0.74116, 0.64978, 0.02993)
C (-1.07476, -0.73692, 0.46223)
O (-1.04246, -1.73482, -0.50518)
H (2.32214, 0.15585, 0.39151)
H (1.48505, -1.09693, -0.54388)
H (1.89676, -1.38925, 1.14116)
H (0.22125, 0.28633, 1.93550)
H (-0.38107, 2.63599, -1.16933)
H (-1.27370, 1.53916, 0.36807)
H (-1.87545, -0.86718, 1.18458)
H (-0.85750, -1.31755, -1.35993)

* ΔE to the lowest compared entry with this formula, charge and spin: 4.6672 eV
* multiplicity: 1
* calculated total energy: -345.63344 hartree
* gap between HOMO and LUMO: 9.5 eV



[3]
Here is C5H8O2 as an isolated structure from the OMol25 dataset. Energies are from ωB97M-V/def2-TZVPD.

Cartesian coordinates (Å):
C (0.45038, -0.98227, -1.06692)
C (1.36135, 0.40329, 0.79948)
C (0.11935, 0.79795, 0.26549)
C (-1.77399, 0.32002, 0.17162)
C (-0.50419, -0.55924, -0.01388)
H (0.82573, -2.10762, -1.40743)
H (0.40567, -0.38327, -1.93592)
H (2.20456, 1.01400, 0.59038)
H (1.08875, -0.09067, 1.73508)
H (0.37924, 1.44040, -0.61647)
H (-2.31958, 0.77491, -0.67798)
H (-2.53775, -0.33378, 0.83680)
H (-0.17966, -1.15911, 0.81300)
O (1.56680, -0.54783, -0.28082)
O (-1.08666, 1.41321, 0.78757)

* ΔE to the lowest compared entry with this formula, charge and spin: 5.3047 eV
* multiplicity: 1
* calculated total energy: -345.61001 hartree
* gap between HOMO and LUMO: 10.8 eV